Formula: C19H18N2O2S
Source: the OMol25 dataset
Level of theory: the ωB97M-V functional and the def2-TZVPD basis

Calculated values
Relative energy (zero: lowest compared OMol25 entry of this formula, charge and spin)   17.214 eV

The geometry in ORCA input format:
```
! RIJCOSX wB97M-V def2-TZVPD def2/J DEFGRID3
* xyz 0 1
C 4.392 1.797 -0.837
N 4.043 0.419 -0.970
C 3.740 -0.257 0.066
O 3.337 -1.552 -0.050
C 3.667 0.104 1.328
H 3.231 -0.553 2.241
H 4.564 0.463 1.908
S 2.579 1.787 1.552
C 1.031 1.067 1.164
N 0.901 -0.273 1.166
C -0.509 -0.142 0.807
C -1.076 1.024 0.549
C -2.222 1.285 0.100
C -2.641 2.803 0.712
C -3.877 3.230 0.127
C -4.736 2.512 -0.508
C -4.211 1.150 -1.058
C -3.081 0.721 -0.617
H -2.604 -0.068 -1.150
H -4.889 0.817 -1.698
H -5.655 2.955 -1.049
H -4.303 4.306 0.779
H -2.043 3.373 1.424
O -0.034 1.865 1.144
C -1.028 -1.498 0.396
C -2.286 -1.902 0.888
C -2.857 -3.392 0.758
C -1.996 -4.080 0.337
C -0.770 -4.031 0.244
C -0.148 -2.756 0.343
H 0.875 -2.401 0.056
H -0.066 -4.828 -0.283
H -2.397 -5.201 0.280
H -3.933 -3.529 0.941
H -3.050 -1.190 1.228
C 3.769 0.086 -2.259
H 3.060 0.507 -3.043
H 4.686 -0.131 -2.548
H 3.312 -1.081 -2.191
H 4.686 2.164 0.127
H 5.163 1.867 -1.549
H 3.375 2.566 -0.854
*
```

=====

Formula: C18H30AlBrClILiMgN2O14
Source: the OMol25 dataset
Level of theory: the ωB97M-V functional and the def2-TZVPD basis

Calculated values
E   -153666.8405 eV

The geometry in ORCA input format:
```
! RIJCOSX wB97M-V def2-TZVPD def2/J DEFGRID3
* xyz 3 1
C 1.680 4.121 -0.231
C 2.177 3.647 -1.617
C 1.076 2.980 -2.534
Cl -0.216 4.179 -2.909
C 0.588 1.553 -2.113
C 1.514 0.818 -1.047
C 1.280 -0.752 -1.292
C -0.254 -1.082 -1.478
O -0.563 -1.547 -2.755
N -1.129 0.013 -0.983
C -0.881 1.382 -1.609
Br -1.389 2.589 -0.113
C -1.987 1.495 -2.763
C -3.300 2.210 -2.300
O -4.055 1.558 -1.708
I -3.748 4.250 -2.752
H 0.814 4.801 -0.271
H 1.431 3.268 0.431
H 2.496 4.663 0.285
H 2.458 4.565 -2.177
H 3.100 3.042 -1.588
H 1.620 2.848 -3.493
H 0.684 0.909 -3.027
H 2.583 0.975 -1.245
H 1.198 1.057 -0.019
H 1.730 -0.967 -2.324
H 1.759 -1.390 -0.492
H -0.438 -1.956 -0.817
H -0.471 -0.847 -3.415
H -2.129 -0.224 -1.065
H -0.939 0.108 0.027
H -2.303 0.483 -3.104
H -1.509 2.006 -3.655
C 0.262 -4.448 -2.268
O -0.743 -4.854 -1.671
O 0.384 -4.488 -3.568
O 1.276 -3.954 -1.682
Li 2.953 -2.150 -1.770
O -1.751 -6.945 0.632
H -1.235 -6.457 -0.034
Mg -1.064 2.257 -5.299
N -1.044 6.616 -6.807
O -0.044 5.950 -7.065
O -2.103 6.034 -6.504
O -1.013 7.826 -6.839
C -1.102 -7.253 3.281
O -0.378 -8.278 3.872
C 0.919 -7.964 4.147
O 1.440 -6.910 3.915
O 1.477 -9.019 4.704
C 2.856 -8.849 5.058
H -2.110 -7.618 3.107
H -1.153 -6.375 3.932
H -0.649 -6.970 2.268
H 2.967 -8.050 5.790
H 3.456 -8.645 4.172
H 3.194 -9.780 5.502
Al 0.807 -6.415 -4.039
O 1.143 5.132 5.867
C 0.299 4.920 5.060
O 0.566 4.576 3.760
C -0.655 4.498 3.024
C -1.742 4.272 4.062
C -1.196 5.024 5.269
H -0.793 5.435 2.476
H -0.586 3.675 2.307
H -2.725 4.612 3.737
H -1.815 3.207 4.297
H -1.482 6.077 5.258
H -1.492 4.558 6.205
*
```

=====

Formula: C3H11NO3S
Source: the OMol25 dataset
Level of theory: the ωB97M-V functional and the def2-TZVPD basis

Calculated values
Relative energy (zero: lowest compared OMol25 entry of this formula, charge and spin)   2.490 eV
Structure (SMILES)   N[C@H](C=O)CS.O.O

The geometry in ORCA input format:
```
! RIJCOSX wB97M-V def2-TZVPD def2/J DEFGRID3
* xyz 0 1
N -1.004 1.256 -0.294
C -0.079 0.306 -0.998
C 1.178 1.084 -1.202
O 2.151 0.586 -1.729
C -0.471 -0.378 -2.369
S -1.903 -1.370 -1.952
H -1.854 1.252 -0.801
H -1.106 0.897 0.658
H 0.241 -0.513 -0.238
H 1.268 2.017 -0.542
H -0.842 0.447 -3.118
H 0.444 -0.798 -2.813
H -1.484 -2.630 -1.908
O -2.229 0.054 2.952
H -1.676 0.646 2.423
H -2.484 0.313 3.790
O 2.967 -1.316 2.651
H 2.990 -0.445 3.082
H 3.892 -1.409 2.408
*
```